DFT (ωB97M-V with the def2-TZVPD basis set) results for a molecular structure, C46H110InN6O18 at a distorted geometry.

The HOMO-LUMO gap comes out at 3.0212 eV. As for the charge: +1.

Structure (XYZ):
```
181
Properties=species:S:1:pos:R:3:forces:R:3
In 0.311 4.341 0.065 -0.2880 -0.7913 0.5560
C 0.022 -0.500 1.685 -0.2657 1.4792 -0.3147
C -0.018 0.788 1.029 0.2639 -0.6900 -0.2534
C -0.312 0.832 -0.480 -0.1210 -1.0045 0.3790
O -0.621 1.891 -0.994 0.5008 0.8187 0.6130
C -0.371 -0.424 -1.194 0.2451 1.9164 0.5327
C -0.266 -1.654 -0.510 -0.6622 -1.5001 -0.9054
C -0.102 -1.709 0.982 0.3624 -1.3523 0.5488
O -0.076 -2.794 1.566 -0.1410 0.4352 -0.6045
O -0.411 -2.691 -1.160 0.3346 -0.0644 0.5661
O 0.197 1.830 1.617 0.0527 0.5867 0.1561
H 0.171 -0.527 2.758 -0.0671 -0.0979 -0.0629
H -0.601 -0.412 -2.254 0.0569 -0.0521 -0.0192
C 1.985 -5.986 5.263 0.5004 -0.4567 1.0504
C 0.997 -4.892 4.888 0.4359 -0.8744 -0.4876
C 1.586 -3.499 5.000 0.0380 0.2936 -0.3083
O 1.989 -3.297 6.329 -0.2845 0.0843 0.2409
C 2.491 -2.013 6.611 0.1177 -0.5660 0.1467
N 0.532 -5.241 3.550 -0.3149 0.5326 -0.7314
H 2.391 -5.899 6.275 -0.1232 0.4065 -0.0502
H 2.860 -6.038 4.608 -0.1448 0.2404 -0.2421
H 1.533 -6.979 5.269 -0.2832 0.1257 -0.3393
H 0.141 -4.941 5.569 0.0382 0.0403 0.0334
H 0.825 -2.772 4.667 -0.1282 0.1001 0.3114
H 2.423 -3.330 4.301 0.1870 -0.3373 0.0580
H 1.741 -1.237 6.423 0.1117 0.0983 -0.2092
H 3.420 -1.869 6.047 -0.0829 0.3982 -0.1044
H 2.741 -1.992 7.671 -0.0295 -0.0130 -0.0062
H 1.267 -5.599 2.952 0.2186 -0.1728 0.3518
H 0.171 -4.456 3.016 -0.2654 0.0354 0.3675
C -4.385 0.097 2.260 -0.6937 -0.4905 0.4779
C -3.851 0.525 3.613 1.1387 1.2352 -0.4772
C -3.483 -0.630 4.529 0.3505 -0.8705 -0.1878
O -2.681 -0.166 5.598 0.0272 0.6422 0.1081
C -2.407 -1.145 6.573 -0.7148 -0.3090 0.3098
N -2.654 1.419 3.409 -0.2914 -0.7963 0.5497
H -5.249 -0.543 2.457 -0.0239 -0.1157 -0.3001
H -3.680 -0.494 1.675 0.2082 -0.0764 0.1021
H -4.740 0.921 1.641 0.1669 0.2047 0.2923
H -4.560 1.192 4.107 -0.2506 -0.2891 0.0902
H -2.878 -1.389 4.007 -0.1532 0.0755 -0.3871
H -4.372 -1.173 4.868 -0.1144 0.2119 0.2243
H -3.329 -1.347 7.129 0.0398 -0.2726 -0.0413
H -1.689 -0.793 7.311 0.1694 0.3111 -0.3259
H -2.045 -2.076 6.126 0.0449 -0.0049 -0.0483
H -1.980 0.891 2.861 0.0480 -0.1726 -0.1408
H -2.229 1.407 4.339 0.1754 0.4916 -0.1448
C -4.242 1.425 -4.481 0.1000 -0.1874 -0.3835
C -3.604 1.412 -3.108 0.0175 0.0022 -0.0979
C -3.730 0.031 -2.457 -0.3165 0.4959 0.5350
O -5.065 -0.365 -2.209 0.6056 -0.1838 -0.3034
C -5.742 0.409 -1.246 -0.7046 -1.0532 0.3578
N -2.212 1.827 -3.194 0.4241 -0.7010 0.0080
H -3.617 0.886 -5.202 0.1199 -0.0625 0.1583
H -4.330 2.440 -4.868 -0.1949 0.0115 0.0903
H -5.202 0.909 -4.476 -0.1431 0.2498 0.0476
H -4.124 2.133 -2.465 -0.0453 -0.0246 0.0123
H -3.210 0.071 -1.483 0.1850 0.0029 0.0424
H -3.225 -0.716 -3.073 -0.2429 -0.1511 -0.1084
H -6.516 -0.262 -0.857 -0.2386 0.2163 -0.2314
H -6.228 1.277 -1.692 0.1933 0.2596 0.1932
H -5.165 0.618 -0.337 0.4288 0.4169 -0.4910
H -1.747 1.690 -2.297 -0.5204 0.5646 -0.3846
H -1.708 1.153 -3.785 -0.3288 0.4291 -0.3140
C -3.857 -2.995 -0.673 -0.4901 -0.1035 -0.5611
C -3.380 -4.021 0.341 0.0242 0.3331 0.0770
O -3.085 -3.405 1.595 -0.0731 0.0677 0.0665
H -3.225 -2.105 -0.728 0.2800 -0.2357 0.0094
H -4.867 -2.604 -0.529 0.0335 -0.1945 0.4833
H -3.911 -3.459 -1.664 0.2185 0.1008 -0.0101
H -2.501 -4.554 -0.035 0.0451 0.0744 -0.0113
H -4.138 -4.780 0.533 -0.0854 0.1003 -0.0111
H -2.188 -3.060 1.545 0.0573 -0.2242 0.0897
C 1.528 -7.369 -2.383 -0.4854 -0.1123 0.4090
C 1.081 -5.934 -2.655 0.1184 -1.1373 -0.5424
O -0.090 -5.682 -1.896 0.1343 0.3684 0.2516
H 1.744 -7.471 -1.318 0.0517 -0.1128 -0.0343
H 2.374 -7.751 -2.954 0.1161 0.4305 -0.1333
H 0.686 -8.024 -2.615 0.0038 -0.0314 0.1144
H 0.800 -5.888 -3.713 0.2984 0.4315 -0.0514
H 1.904 -5.252 -2.429 -0.2631 0.2056 -0.0280
H 0.007 -4.833 -1.453 -0.1490 0.0058 0.0830
C -0.361 1.053 -6.888 0.8419 0.0825 0.0690
C -0.852 -0.267 -6.366 -0.7644 -0.5145 -0.2906
O -0.947 -0.212 -4.948 0.1833 -0.0624 0.3500
H 0.708 1.153 -6.679 -0.0458 0.1871 0.0459
H -0.888 1.872 -6.399 -0.0685 -0.0294 -0.0013
H -0.484 1.150 -7.966 -0.1122 -0.1134 -0.0034
H -0.262 -1.142 -6.651 0.3908 0.2747 -0.1132
H -1.830 -0.455 -6.833 -0.1701 -0.0064 0.3583
H -0.900 -1.113 -4.560 -0.1426 0.0420 -0.4716
C 2.698 0.146 3.529 0.7377 0.5816 0.2694
C 3.420 -0.648 2.467 0.1302 0.3463 0.2748
O 3.624 0.206 1.347 -0.3293 -0.3228 -0.3206
H 2.638 -0.423 4.454 -0.4854 -0.0701 -0.1028
H 1.751 0.555 3.178 -0.0277 -0.2640 0.2157
H 3.297 1.025 3.791 0.0978 -0.0358 -0.0883
H 2.842 -1.549 2.227 0.0937 0.0220 -0.2733
H 4.402 -0.949 2.848 -0.1207 -0.2312 0.0629
H 3.842 -0.366 0.572 -0.1171 -0.0833 0.1226
C -2.676 -3.179 -5.594 1.0681 0.2133 -0.3714
C -2.006 -3.644 -4.316 -0.2530 0.1387 0.0665
O -0.879 -2.802 -4.006 -0.2807 0.0336 -0.2133
H -3.459 -3.865 -5.904 -0.2123 0.1792 0.1045
H -1.922 -3.164 -6.389 -0.0146 -0.3103 -0.0263
H -2.985 -2.134 -5.563 -0.5208 -0.1409 0.3702
H -1.652 -4.672 -4.425 -0.0707 -0.0052 0.0665
H -2.696 -3.593 -3.469 -0.0468 -0.1649 -0.1188
H -0.764 -2.851 -3.050 0.1876 -0.0341 0.2350
C -2.455 6.043 -2.093 0.3197 -0.6862 -0.3852
O -2.269 5.088 -1.049 -0.2780 0.4208 0.1659
C -3.522 4.688 -0.510 0.2459 -0.0980 -0.3375
C -3.323 3.454 0.342 -0.1066 0.6396 0.1116
N -2.346 3.676 1.411 0.0822 -0.0622 -0.3258
C -2.802 4.609 2.428 0.2079 0.4248 0.7161
C -1.598 5.158 3.218 -1.0741 -0.9115 -0.4064
O -0.804 5.953 2.359 -0.0888 0.1929 0.6094
C -1.209 7.312 2.388 0.3247 0.1024 -0.0800
H -2.694 5.490 -3.006 -0.0065 0.1596 -0.0974
H -1.506 6.559 -2.227 -0.0737 0.1411 -0.0203
H -3.266 6.748 -1.904 0.1014 0.0715 0.3049
H -4.217 4.450 -1.324 0.0179 -0.1109 -0.0491
H -3.962 5.532 0.029 -0.0113 -0.0361 0.1691
H -2.961 2.663 -0.315 -0.0434 -0.1595 0.1063
H -4.312 3.196 0.746 -0.0040 -0.2211 -0.0201
H -2.274 2.797 1.928 0.2749 0.0081 -0.1398
H -3.479 4.107 3.131 -0.0389 0.0178 -0.0208
H -3.341 5.460 2.011 -0.0018 -0.0908 -0.2071
H -1.067 4.288 3.614 0.5889 0.1683 -0.3383
H -1.963 5.683 4.105 0.1109 0.4213 -0.1380
H -0.457 7.868 1.828 -0.1615 0.0679 -0.1182
H -1.216 7.700 3.410 -0.0206 -0.0667 0.0419
H -2.195 7.479 1.945 -0.0055 -0.0796 -0.0666
C 1.352 2.557 -3.246 -0.5281 0.5762 0.4819
O 1.787 2.842 -1.918 0.3323 0.0300 0.1887
C 3.017 2.210 -1.610 0.4154 -0.0681 -0.0189
C 3.741 2.912 -0.467 -1.0742 -0.1003 -0.9984
N 2.853 2.943 0.688 0.4925 0.4130 0.8671
C 3.554 3.549 1.824 -0.1802 0.3941 0.4465
C 2.551 4.039 2.862 0.5520 -0.3962 0.4949
O 1.774 5.098 2.364 -0.5074 -0.0322 -0.1855
C 2.283 6.381 2.674 0.0095 -0.0411 0.3601
H 1.278 1.479 -3.398 0.1104 -0.0400 -0.2332
H 1.988 3.064 -3.974 0.2317 -0.3363 -0.0783
H 0.358 3.001 -3.327 -0.0804 -0.2034 -0.0782
H 3.640 2.199 -2.508 0.1738 -0.1122 0.1065
H 2.858 1.171 -1.282 -0.2651 -0.1061 -0.2350
H 3.930 3.937 -0.797 0.1405 0.0741 0.2480
H 4.691 2.403 -0.292 0.0002 0.0008 0.0959
H 2.689 2.002 1.044 -0.1548 -0.2722 -0.7029
H 4.182 4.368 1.466 -0.1492 0.1616 0.0396
H 4.239 2.836 2.302 -0.0460 -0.1064 -0.0988
H 3.043 4.314 3.804 0.2315 0.3010 -0.2223
H 1.898 3.221 3.185 -0.2367 0.0218 -0.4816
H 3.302 6.482 2.293 0.0069 0.2290 0.0213
H 2.268 6.537 3.758 0.1998 -0.1004 0.0132
H 1.629 7.147 2.265 0.0510 -0.1981 -0.3346
C 6.520 0.315 -3.093 1.0840 0.1219 -0.4494
O 5.921 0.762 -1.901 -0.3459 0.0124 -0.0479
C 6.235 -0.028 -0.762 -0.6970 0.0746 0.1252
C 5.688 -1.446 -0.884 0.6247 -0.1550 0.1378
N 4.233 -1.481 -0.877 -0.3986 0.7962 -0.1054
C 3.665 -2.795 -1.220 0.0688 0.8546 -0.0350
C 3.843 -3.095 -2.711 1.1102 -0.6550 0.2679
O 3.380 -2.058 -3.539 -0.2893 0.0444 -0.2211
C 1.988 -1.836 -3.474 -0.3237 -0.8612 0.5733
H 6.061 -0.561 -3.557 -0.2144 -0.0285 0.2274
H 7.587 0.113 -2.923 -0.0778 -0.2625 0.0889
H 6.538 1.111 -3.839 -0.4562 0.1746 0.2053
H 5.731 0.475 0.064 0.1441 0.0199 0.0986
H 7.309 -0.011 -0.560 0.0888 -0.2072 -0.1457
H 6.014 -2.053 -0.033 0.2427 0.1002 -0.0579
H 6.139 -1.869 -1.789 -0.1354 -0.2465 0.0687
H 3.905 -0.784 -1.544 0.0294 -0.2024 -0.1608
H 2.597 -2.790 -0.989 0.0181 -0.0013 0.1723
H 4.150 -3.481 -0.525 -0.0890 -0.5109 -0.4323
H 3.465 -4.095 -2.955 -0.4968 0.2886 -0.1516
H 4.906 -3.173 -2.954 0.0237 0.0989 0.1243
H 1.409 -2.770 -3.482 0.3405 -0.0747 -0.2542
H 1.653 -1.255 -4.328 0.1922 0.3061 0.1312
H 1.721 -1.397 -2.501 -0.0404 0.5532 -0.2520
```
Positions in Å, forces in eV/Å.